Below is C33H49Cl3GdN2O3PSi as an isolated structure, with properties calculated with ωB97M-V/def2-TZVPD.

Last column: Löwdin spin population.
Geometry (Å):
C  -0.366  -0.424  -5.904  0.000
C  -0.989  -0.472  -4.540  0.000
H  -1.120  -0.251  -6.707  0.000
H  0.176  -1.370  -6.097  0.000
H  0.369  0.393  -5.927  0.000
C  -1.947  -1.447  -4.349  0.001
C  -2.471  -2.360  -5.402  0.000
H  -2.388  -1.569  -3.410  0.000
H  -1.807  -3.233  -5.576  0.000
H  -2.635  -1.898  -6.394  0.000
H  -3.459  -2.776  -5.116  0.000
Gd  1.603  -1.701  1.299  5.765
Cl  0.384  0.645  0.455  0.325
Cl  3.327  -3.499  1.079  0.014
H  4.823  0.990  5.403  0.000
H  4.743  3.146  4.200  0.000
C  4.107  0.496  4.734  0.003
C  5.098  2.398  3.479  0.000
N  4.211  1.242  3.471  0.004
H  3.096  0.543  5.174  0.001
C  3.786  0.755  2.301  0.010
O  3.082  -0.291  2.197  0.036
H  5.107  2.808  2.470  0.000
H  4.137  1.337  1.427  0.001
H  4.407  -0.563  4.604  0.001
H  6.098  2.054  3.749  0.000
H  -0.226  -3.569  -2.278  0.001
H  -3.127  -3.041  -2.009  0.000
C  -0.491  -4.162  -1.388  0.001
C  -2.924  -3.718  -1.176  0.000
N  -1.574  -3.491  -0.648  0.000
H  0.406  -4.305  -0.761  0.001
C  -1.405  -2.762  0.455  0.006
O  -0.382  -2.773  1.193  0.040
H  -3.678  -3.570  -0.404  0.000
H  -2.253  -2.186  0.774  0.000
H  -0.902  -5.119  -1.725  0.000
H  -2.967  -4.745  -1.545  0.000
O  0.384  -0.392  -3.405  0.002
C  -0.598  0.636  -3.570  0.001
C  -1.960  -0.190  -1.552  0.001
C  -1.573  0.867  -2.416  0.001
H  -1.352  -1.112  -1.578  0.001
C  -3.063  -0.035  -0.673  0.000
H  -0.272  1.583  -4.067  0.000
C  -2.374  2.033  -2.437  0.000
H  -3.265  -0.772  0.125  0.000
C  -3.886  1.072  -0.812  0.000
C  -3.538  2.126  -1.669  0.000
H  -2.043  2.854  -3.082  0.000
H  -4.826  1.118  -0.281  0.000
H  -4.150  3.015  -1.717  0.000
Si  2.675  -0.566  -3.149  0.002
Cl  1.311  -1.711  -1.128  0.049
C  4.114  -1.798  -2.669  0.000
C  3.340  0.955  -2.235  0.002
C  2.508  -0.470  -4.958  0.000
H  4.129  -2.080  -1.609  0.000
H  5.082  -1.307  -2.877  0.000
H  4.104  -2.724  -3.248  0.000
H  2.006  -1.364  -5.348  0.000
H  3.521  -0.416  -5.353  0.000
H  1.976  0.430  -5.262  0.000
H  2.570  1.734  -2.138  0.001
H  4.173  1.335  -2.858  0.000
H  3.750  0.727  -1.236  0.001
C  -1.376  3.034  1.214  0.016
P  -0.819  1.612  2.140  0.324
C  0.200  2.064  3.513  0.036
C  1.148  3.075  3.281  0.063
C  1.861  3.618  4.343  -0.005
C  1.642  3.154  5.650  0.076
C  0.684  2.156  5.890  -0.001
C  -0.055  1.631  4.838  0.064
C  -2.250  0.657  2.643  0.037
C  -2.171  -0.715  2.967  0.030
C  -3.309  -1.392  3.380  0.000
C  -4.515  -0.715  3.548  0.019
C  -4.588  0.662  3.301  0.002
C  -3.462  1.342  2.871  0.025
H  -0.499  3.466  0.706  0.002
H  -1.822  3.760  1.907  0.008
H  -2.119  2.680  0.482  0.000
H  1.280  3.446  2.266  0.004
H  2.573  4.435  4.156  -0.002
H  2.210  3.588  6.478  0.005
H  0.513  1.811  6.919  -0.002
H  -0.846  0.904  5.029  0.003
H  -1.212  -1.233  2.901  0.021
H  -3.242  -2.475  3.591  0.000
H  -5.400  -1.252  3.885  0.001
H  -5.518  1.201  3.460  0.000
H  -3.499  2.428  2.733  0.002

The net charge is 0. As for the spin multiplicity: 8. The HOMO energy (spin up / spin down) comes out at -4.561 / -5.627 eV.


Below is C8H32CaN16O8 as an isolated structure, with properties calculated with ωB97M-V/def2-TZVPD.

Last column: Mulliken charge in e.
Geometry (Å):
Ca  16.997  3.418  -7.292  2.846
C  16.829  -0.093  -7.547  0.351
O  16.828  1.127  -7.476  -0.531
N  16.631  -0.883  -6.443  -0.405
N  17.055  -0.775  -8.700  -0.464
H  16.718  -1.884  -6.480  0.181
H  16.636  -0.473  -5.531  0.158
H  17.023  -0.215  -9.535  0.237
H  16.845  -1.756  -8.742  0.199
C  17.939  6.007  -5.004  0.231
O  17.280  5.200  -5.658  -0.152
N  19.259  5.820  -4.723  -0.387
N  17.405  7.163  -4.527  -0.421
H  19.679  4.946  -4.979  0.134
H  19.830  6.620  -4.516  0.187
H  16.486  7.420  -4.836  0.232
H  17.840  7.684  -3.787  0.171
C  13.847  4.984  -6.638  0.400
O  14.828  4.283  -6.805  -0.406
N  13.317  5.204  -5.392  -0.461
N  13.250  5.648  -7.666  -0.464
H  13.938  4.971  -4.637  0.195
H  12.530  5.798  -5.205  0.192
H  13.788  5.729  -8.513  0.243
H  12.613  6.409  -7.506  0.220
C  17.459  6.470  -8.912  0.410
O  17.154  5.387  -8.433  -0.540
N  16.918  7.644  -8.473  -0.444
N  18.243  6.590  -10.018  -0.426
H  16.442  7.646  -7.591  0.201
H  17.183  8.522  -8.883  0.189
H  18.628  7.477  -10.290  0.190
H  18.604  5.786  -10.495  0.183
C  14.923  2.801  -10.176  0.289
O  15.528  3.026  -9.137  -0.333
N  15.505  3.026  -11.406  -0.452
N  13.694  2.257  -10.213  -0.412
H  16.370  3.534  -11.414  0.202
H  14.881  3.230  -12.172  0.216
H  13.160  2.041  -11.036  0.170
H  13.291  1.971  -9.338  0.231
C  15.563  2.447  -4.053  0.188
O  16.009  2.525  -5.182  -0.234
N  14.720  1.425  -3.672  -0.396
N  15.896  3.309  -3.051  -0.358
H  14.100  1.506  -2.888  0.173
H  14.624  0.684  -4.342  0.235
H  15.589  3.169  -2.106  0.170
H  16.363  4.157  -3.323  0.154
C  19.434  2.384  -4.994  0.450
O  18.969  2.848  -6.038  -0.233
N  18.733  1.614  -4.145  -0.312
N  20.726  2.624  -4.616  -0.432
H  17.804  1.295  -4.343  0.055
H  19.123  1.329  -3.263  0.177
H  21.385  3.097  -5.205  0.218
H  21.057  2.311  -3.719  0.150
C  19.626  3.144  -9.403  0.292
O  18.444  3.099  -9.064  -0.468
N  20.020  3.189  -10.705  -0.398
N  20.606  3.341  -8.486  -0.342
H  19.324  3.156  -11.430  0.243
H  20.950  2.973  -11.021  0.180
H  21.563  3.480  -8.756  0.148
H  20.340  3.201  -7.523  0.179

The net charge is +2. The HOMO energy comes out at -14.376 eV.


Below is an isolated ion of composition C3H9N4 and charge +1, with properties calculated with ωB97M-V/def2-TZVPD.

Last column: Mulliken charge in e.
Geometry (Å):
C  0.509  -0.708  -0.289  0.097
C  -1.004  -1.020  -2.039  0.100
C  0.800  1.398  2.686  -0.604
N  -0.476  -0.159  -1.004  -0.549
N  1.105  -0.083  0.689  0.120
N  -1.865  -0.753  -2.929  -0.180
N  0.619  1.087  1.238  -0.353
H  1.254  -1.485  -0.600  0.305
H  -0.804  -2.144  -1.889  0.258
H  0.661  2.463  2.860  0.290
H  0.054  0.756  3.324  0.259
H  1.847  1.024  2.839  0.240
H  1.816  -0.471  1.127  0.197
H  -2.071  0.136  -3.245  0.265
H  -2.194  -1.488  -3.519  0.273
H  -0.250  1.446  0.751  0.283

The net charge is +1. The HOMO energy comes out at -12.339 eV.


Repeat the third record exactly.
Below is an isolated ion of composition C3H9N4 and charge +1, with properties calculated with ωB97M-V/def2-TZVPD.

Last column: Mulliken charge in e.
Geometry (Å):
C  0.509  -0.708  -0.289  0.097
C  -1.004  -1.020  -2.039  0.100
C  0.800  1.398  2.686  -0.604
N  -0.476  -0.159  -1.004  -0.549
N  1.105  -0.083  0.689  0.120
N  -1.865  -0.753  -2.929  -0.180
N  0.619  1.087  1.238  -0.353
H  1.254  -1.485  -0.600  0.305
H  -0.804  -2.144  -1.889  0.258
H  0.661  2.463  2.860  0.290
H  0.054  0.756  3.324  0.259
H  1.847  1.024  2.839  0.240
H  1.816  -0.471  1.127  0.197
H  -2.071  0.136  -3.245  0.265
H  -2.194  -1.488  -3.519  0.273
H  -0.250  1.446  0.751  0.283

The net charge is +1. The HOMO energy comes out at -12.339 eV.